[1]
This record from the Open Molecules 2025 dataset describes a molecular structure, C2H5ClS. The level of theory is wB97M-V/def2-TZVPD.

The energy relative to the best compared isomer or geometry (same formula, charge and spin) is 28.74 kcal/mol. The LUMO energy is -0.517 eV. The HOMO-LUMO gap is 8.6509 eV.

Geometry as XYZ:
```
9
Properties=species:S:1:pos:R:3:mulliken_charge:R:1
Cl -1.926 -1.288 0.244 -0.125
S -1.076 2.014 0.277 -0.226
C -0.524 -0.323 0.529 -0.090
C 0.604 -0.475 -0.437 -1.211
H -0.219 -0.312 1.507 0.433
H 1.577 -0.221 -0.032 0.379
H 0.531 0.114 -1.315 0.366
H 0.220 1.994 -0.093 0.108
H 0.812 -1.502 -0.679 0.366
```

[2]
This record from the Open Molecules 2025 dataset describes a single C4H5BrN2O molecule. The level of theory is wB97M-V/def2-TZVPD.

The energy relative to the best compared isomer or geometry (same formula, charge and spin) is 42.56 kcal/mol. The LUMO energy is 0.716 eV. Its SMILES is Cc1c(Br)noc1N. The HOMO-LUMO gap is 9.5254 eV.

Geometry as XYZ:
```
13
Properties=species:S:1:pos:R:3:mulliken_charge:R:1
Br -3.619 -0.648 1.929 -0.094
O -2.416 1.009 -1.389 -0.163
N -3.341 0.547 -0.553 -0.419
N -0.057 0.842 -1.702 -0.491
C -1.237 -0.100 0.214 0.418
C -0.196 -0.858 0.995 -0.988
C -2.804 -0.045 0.492 0.100
C -1.170 0.635 -0.904 0.281
H -0.370 1.159 -2.606 0.260
H -0.617 -1.506 1.805 0.312
H 0.679 1.407 -1.267 0.242
H 0.383 0.062 1.382 0.234
H 0.527 -1.359 0.381 0.307
```

[3]
This record from the Open Molecules 2025 dataset describes 2 unconnected molecules or ions with the total composition C2H10N4. The level of theory is wB97M-V/def2-TZVPD.

The energy relative to the best compared isomer or geometry (same formula, charge and spin) is 34.28 kcal/mol. The LUMO energy (spin up / spin down) is 2.650 / 2.714 eV. Its expectation value of S² is 0.75. As for the total charge: -1. The spin multiplicity is 2. The HOMO-LUMO gap (spin up / spin down) is 1.1798 / 8.2204 eV.

Geometry as XYZ:
```
16
Properties=species:S:1:pos:R:3:mulliken_charge:R:1
N -1.384 -0.214 5.315 -0.365
N 3.372 0.648 -4.431 -0.528
N 1.070 0.734 -5.582 -0.766
N -3.344 -1.498 4.898 -0.224
C -2.290 -1.170 5.554 -2.989
C 2.006 1.211 -4.611 -0.563
H -0.920 0.163 6.112 1.113
H -3.853 -2.277 5.264 0.479
H 0.177 1.340 -5.590 0.338
H 3.339 0.045 -3.576 0.338
H 3.652 0.101 -5.316 0.272
H 1.385 1.001 -6.556 0.326
H -1.960 -1.894 6.341 0.740
H -1.674 0.326 4.487 0.403
H 1.996 2.434 -4.526 0.205
H 1.563 0.827 -3.698 0.220
```

[4]
This record from the Open Molecules 2025 dataset describes 2 unconnected molecules or ions with the total composition C5H3NO. The level of theory is wB97M-V/def2-TZVPD.

The energy relative to the best compared isomer or geometry (same formula, charge and spin) is 68.07 kcal/mol. The LUMO energy is -0.050 eV. Its SMILES is C#CC#N.C=C=O. The HOMO-LUMO gap is 9.1475 eV.

Geometry as XYZ:
```
10
Properties=species:S:1:pos:R:3:mulliken_charge:R:1
O 0.961 0.796 -2.652 -0.364
N 0.231 1.821 1.205 -0.341
C -0.565 0.980 1.266 0.144
C 1.297 0.144 -1.736 0.810
C -1.620 0.100 1.279 0.070
C 1.760 -0.564 -0.715 -0.835
C -2.660 -0.471 1.008 -0.194
H -3.346 -1.316 0.834 0.344
H 1.319 -0.314 0.315 0.092
H 2.625 -1.177 -0.805 0.276
```

[5]
This record from the Open Molecules 2025 dataset describes 2 unconnected molecules or ions with the total composition C4H12O2. The level of theory is wB97M-V/def2-TZVPD.

The energy relative to the best compared isomer or geometry (same formula, charge and spin) is 16.43 kcal/mol. The LUMO energy is 0.834 eV. Its SMILES is CC[C@H](C)O.O. The HOMO-LUMO gap is 11.2331 eV.

Geometry as XYZ:
```
18
Properties=species:S:1:pos:R:3:mulliken_charge:R:1
O -3.099 -0.091 0.639 -0.589
O -4.249 -2.164 1.234 -0.627
C -0.889 -0.806 1.010 -0.343
C -2.040 0.026 1.591 0.321
C 0.000 0.000 0.000 -1.096
C -2.616 -0.411 2.971 -1.653
H 0.929 -0.499 -0.322 0.335
H 0.266 0.927 0.535 0.304
H -1.256 -1.756 0.577 0.245
H -2.854 -1.488 2.981 0.463
H -3.815 -1.312 1.468 0.298
H -1.931 -0.194 3.808 0.372
H -1.922 1.128 1.626 0.382
H -0.585 0.267 -0.896 0.275
H -2.864 0.449 -0.145 0.306
H -3.549 0.157 3.124 0.403
H -0.202 -1.059 1.841 0.315
H -5.067 -2.183 1.780 0.289
```

[6]
This record from the Open Molecules 2025 dataset describes a single C12H17N2P molecule. The level of theory is wB97M-V/def2-TZVPD.

The energy relative to the best compared isomer or geometry (same formula, charge and spin) is 16.51 kcal/mol. The LUMO energy is 0.589 eV. Its SMILES is CPc1nc2ccccn2c1C(C)(C)C. The HOMO-LUMO gap is 8.3164 eV.

Geometry as XYZ:
```
32
Properties=species:S:1:pos:R:3:mulliken_charge:R:1
P -2.692 -1.562 0.585 -0.089
N -0.010 -2.161 0.522 -0.839
N 1.068 -0.285 0.269 -0.056
C -0.852 -1.197 0.436 0.699
C 3.606 -1.439 0.035 -0.246
C -0.267 2.088 -1.353 -1.520
C 2.185 0.526 0.097 -0.214
C 2.467 -2.215 0.339 -0.560
C -2.245 1.613 0.190 -2.104
C -0.236 0.119 0.225 -0.475
C 1.192 -1.649 0.353 0.282
C -2.552 -2.619 -0.874 -0.990
C 3.382 -0.045 -0.098 -0.780
C -0.677 1.572 0.006 2.289
C -0.047 2.340 1.197 -1.685
H 0.761 3.070 0.961 0.396
H -0.778 3.087 1.579 0.463
H -1.423 -2.895 -0.843 0.320
H 2.585 -3.279 0.430 0.426
H -0.942 1.624 -2.076 0.363
H -2.606 2.649 0.100 0.482
H -2.474 1.267 1.173 0.490
H 0.740 1.710 -1.538 0.439
H 4.559 -1.973 -0.170 0.363
H 0.149 1.589 1.970 0.316
H -0.319 3.263 -1.371 0.326
H 2.022 1.533 0.110 0.542
H -2.755 0.969 -0.577 0.354
H -3.285 -3.389 -0.871 0.371
H -2.294 -2.764 1.355 0.071
H -2.571 -2.152 -1.889 0.295
H 4.312 0.602 -0.271 0.267
```

| no. | strongest force on any atom (eV/A) |
| --- | --- |
| 1 | 3.73 |
| 2 | 7.31 |
| 3 | 3.81 |
| 4 | 2.50 |
| 5 | 1.89 |
| 6 | 6.11 |